Below is the molecule C13H18N2O5, with properties calculated with ωB97M-V with the def2-TZVPD basis set.

Each line ends with the Löwdin charge.
Positions of all 38 atoms, in Å:
C  -1.2831  -1.4795  3.9397  -0.005
C  -2.3151  -1.4278  2.8461  -0.447
O  -3.6174  -1.4510  3.3348  -0.011
C  -2.2141  -0.2230  1.9816  -0.186
N  -1.0438  -0.1627  1.1180  0.126
C  -0.7147  -1.1339  0.2232  -0.403
O  -1.3053  -2.2277  0.3035  0.028
C  0.3850  -0.8559  -0.7859  -0.317
N  0.8038  -2.1253  -1.4335  0.043
C  0.0451  0.1936  -1.8218  -0.134
C  1.2215  0.8189  -2.5199  -0.240
C  2.1181  0.1152  -3.2982  -0.033
C  3.2597  0.7763  -3.7375  -0.014
C  3.4872  2.1372  -3.4367  -0.306
O  4.6124  2.8096  -3.8505  0.029
C  2.5914  2.8092  -2.5828  -0.020
C  1.4731  2.1521  -2.2015  -0.063
C  -2.2563  1.0285  2.8515  -0.475
O  -1.3798  1.8469  2.7629  0.120
O  -3.2566  1.1925  3.7285  0.130
H  -1.4334  -0.6620  4.6439  0.091
H  -1.5280  -2.4022  4.4379  0.081
H  -0.2684  -1.4605  3.4415  0.122
H  -2.1534  -2.3276  2.2217  0.141
H  -3.6125  -2.1316  4.0101  0.113
H  -3.1045  -0.3047  1.3151  0.187
H  -0.5855  0.7463  1.2293  0.143
H  1.2806  -0.3928  -0.2176  0.181
H  -0.0613  -2.6964  -1.4272  0.072
H  1.3712  -2.6491  -0.6696  0.119
H  -0.5730  -0.2047  -2.5708  0.106
H  -0.6123  0.9827  -1.2949  0.138
H  2.0321  -0.9397  -3.4652  0.100
H  4.0384  0.3450  -4.3673  0.113
H  4.8265  2.5002  -4.7464  0.109
H  2.8097  3.8117  -2.2359  0.119
H  0.7528  2.6365  -1.4889  0.128
H  -3.7900  0.3559  3.7626  0.116

Cartesian forces (eV/Å) of the 2 atoms listed first:
0.370 0.343 -0.693
1.546 -1.625 -0.701

- LUMO energy (eV) = 0.5
- HOMO-LUMO gap (eV) = 8.9504
- SMILES = C[C@@H](O)[C@H](NC(=O)[C@@H](N)Cc1ccc(O)cc1)C(=O)O
- multiplicity = 1
- energy above the lowest of the compared OMol25 structures with the same formula, charge and spin (kcal per mole) = 28.54
- HOMO energy (eV) = -8.50


Below is the molecule C13H18N4O3, with properties calculated with ωB97M-V with the def2-TZVPD basis set.

Each line ends with the Löwdin charge.
Positions of all 38 atoms, in Å:
C  -3.0217  -1.9861  -1.1448  -0.012
C  -4.1619  -1.0621  -0.8070  -0.454
O  -5.3070  -1.4342  -0.7695  0.084
C  -3.7949  0.3855  -0.5372  -0.129
C  -2.4513  0.5928  0.1557  -0.215
C  -2.2390  2.0551  0.5434  -0.167
C  -0.9405  2.2452  1.3345  -0.124
N  0.2216  1.9630  0.5315  -0.014
C  0.8369  2.7823  -0.3394  -0.121
N  1.8523  2.2248  -0.9631  0.148
C  1.9017  0.9653  -0.4744  -0.226
C  0.8943  0.7641  0.4592  -0.073
C  0.7233  -0.4827  1.1416  -0.376
O  -0.1227  -0.7599  1.9727  0.067
N  1.6736  -1.4201  0.7366  0.035
C  1.5820  -2.7206  1.3810  -0.003
C  2.6939  -1.2496  -0.1944  -0.439
O  3.4708  -2.1376  -0.4680  0.082
N  2.7828  -0.0159  -0.8003  0.010
C  3.8322  0.2106  -1.7715  -0.003
H  -2.4054  -1.5593  -1.9323  0.088
H  -2.4011  -2.1263  -0.2618  0.082
H  -3.4109  -2.9499  -1.4621  0.085
H  -3.7920  0.8941  -1.5069  0.133
H  -4.5999  0.8264  0.0548  0.123
H  -1.6420  0.2786  -0.5055  0.109
H  -2.4030  -0.0182  1.0587  0.117
H  -3.0669  2.3915  1.1695  0.119
H  -2.2163  2.6809  -0.3524  0.118
H  -0.8684  3.2752  1.6944  0.129
H  -0.9283  1.5599  2.1849  0.128
H  0.5328  3.7974  -0.5005  0.135
H  2.4412  -3.3125  1.0778  0.088
H  1.5685  -2.5855  2.4619  0.098
H  0.6588  -3.2173  1.0809  0.099
H  3.7061  -0.4647  -2.6184  0.099
H  4.8032  0.0146  -1.3165  0.098
H  3.7620  1.2452  -2.0953  0.082

Cartesian forces (eV/Å) of the 2 atoms listed first:
-0.249 -0.273 -0.044
0.254 0.221 -0.037

- LUMO energy (eV) = 0.5
- HOMO-LUMO gap (eV) = 9.1325
- SMILES = CC(=O)CCCCn1cnc2c1c(=O)n(C)c(=O)n2C
- multiplicity = 1
- energy above the lowest of the compared OMol25 structures with the same formula, charge and spin (kcal per mole) = 1.61
- HOMO energy (eV) = -8.61


Below is the molecule C13H18N4O4, with properties calculated with ωB97M-V with the def2-TZVPD basis set.

Each line ends with the Löwdin charge.
Positions of all 39 atoms, in Å:
C  2.6403  -1.1850  -3.2559  -0.080
C  2.1954  0.2702  -3.1241  -0.419
C  0.9930  0.5409  -4.0264  -0.073
C  1.9199  0.6727  -1.6686  -0.124
C  0.8162  -0.1097  -0.9621  -0.214
N  1.3029  -1.3955  -0.4918  0.110
C  0.4934  -2.4664  -0.3078  -0.606
N  1.1237  -3.6165  0.0595  0.172
O  -0.7230  -2.4042  -0.4287  0.027
C  0.2445  0.7060  0.2223  -0.396
O  0.7400  1.7350  0.6176  0.094
N  -0.8655  0.1091  0.7302  0.143
C  -1.6425  0.5043  1.8105  -0.193
C  -2.6975  -0.3335  2.1865  -0.002
C  -3.5202  -0.0055  3.2475  -0.063
C  -3.3106  1.1630  3.9578  -0.008
C  -2.2612  1.9913  3.5805  -0.145
N  -2.0351  3.2118  4.3162  -0.362
O  -1.1248  3.9286  3.9637  0.089
O  -2.7743  3.4489  5.2495  0.075
C  -1.4233  1.6825  2.5181  0.080
H  3.5046  -1.3845  -2.6253  0.074
H  2.9190  -1.3961  -4.2858  0.078
H  1.8370  -1.8630  -2.9785  0.071
H  3.0196  0.9068  -3.4662  0.134
H  0.6378  1.5601  -3.8965  0.081
H  1.2707  0.4053  -5.0690  0.078
H  0.1750  -0.1419  -3.8090  0.074
H  1.6373  1.7265  -1.6440  0.122
H  2.8389  0.5813  -1.0843  0.125
H  -0.0166  -0.3103  -1.6457  0.150
H  2.2788  -1.4524  -0.2522  0.147
H  2.1169  -3.7267  -0.0368  0.099
H  0.5624  -4.4494  0.0967  0.109
H  -1.1286  -0.7854  0.3031  0.101
H  -2.8600  -1.2470  1.6334  0.117
H  -4.3293  -0.6641  3.5225  0.108
H  -3.9373  1.4433  4.7894  0.116
H  -0.6178  2.3495  2.2539  0.111

Cartesian forces (eV/Å) of the 2 atoms listed first:
0.018 0.266 -0.140
-0.085 -0.139 0.109

- LUMO energy (eV) = -0.2
- HOMO-LUMO gap (eV) = 8.5952
- SMILES = CC(C)C[C@@H](NC(N)=O)C(=O)Nc1cccc([N+](=O)[O-])c1
- multiplicity = 1
- energy above the lowest of the compared OMol25 structures with the same formula, charge and spin (kcal per mole) = 42.86
- HOMO energy (eV) = -8.80


Below is a 2-piece molecular cluster, C13H18N4O5 overall, with properties calculated with ωB97M-V with the def2-TZVPD basis set.

Each line ends with the Löwdin charge.
Positions of all 40 atoms, in Å:
C  1.8858  1.5519  3.0948  -0.061
N  2.5681  0.8309  2.0190  0.042
C  2.4639  1.0326  0.7010  -0.453
O  3.1444  0.3636  -0.0712  0.044
C  1.5114  2.1065  0.1309  -0.186
C  0.2761  1.4762  -0.5411  -0.034
C  -0.7013  0.8924  0.4604  -0.581
N  -1.9310  1.3486  0.4645  0.184
O  -0.3868  0.0353  1.2612  0.049
N  2.2148  2.9130  -0.8691  0.105
C  1.8824  4.1596  -1.1967  -0.559
C  2.7443  4.8411  -2.2332  0.002
O  0.9283  4.7478  -0.7035  0.038
H  0.8059  1.4134  3.0184  0.072
H  2.2125  1.1629  4.0605  0.088
H  2.1198  2.6170  3.0482  0.085
H  3.1789  0.0714  2.2786  0.147
H  1.1779  2.7630  0.9345  0.139
H  -0.2399  2.2369  -1.1258  0.114
H  0.5899  0.6825  -1.2183  0.134
H  -2.5344  0.9799  1.1773  0.122
H  -2.1922  2.1021  -0.1449  0.113
H  3.0134  2.4867  -1.3155  0.146
H  3.7702  4.8929  -1.8730  0.083
H  2.3641  5.8481  -2.4003  0.085
H  2.7054  4.2768  -3.1629  0.083
O  -1.1010  -6.7052  -0.4245  0.080
C  -2.1524  -6.2034  -0.0435  -0.435
O  -3.1310  -6.9411  0.5517  0.108
C  -2.3689  -4.7321  -0.2530  -0.177
C  -1.5383  -4.0157  -1.1416  0.004
C  -1.7270  -2.6513  -1.3517  -0.051
C  -2.7526  -2.0240  -0.6523  -0.068
C  -3.5456  -2.7684  0.2213  -0.124
N  -3.3627  -4.0837  0.4059  0.119
H  -2.7873  -7.8451  0.5972  0.123
H  -0.7411  -4.5349  -1.6650  0.117
H  -1.0863  -2.0961  -2.0320  0.109
H  -2.9371  -0.9632  -0.7729  0.087
H  -4.3406  -2.2690  0.7667  0.104

Cartesian forces (eV/Å) of the 2 atoms listed first:
-0.131 -0.060 -0.398
-0.290 0.489 0.941

- LUMO energy (eV) = 0.2
- HOMO-LUMO gap (eV) = 9.9235
- SMILES = CNC(=O)[C@H](CC(N)=O)NC(C)=O.O=C(O)c1ccccn1
- multiplicity = 1
- energy above the lowest of the compared OMol25 structures with the same formula, charge and spin (kcal per mole) = 0.00
- HOMO energy (eV) = -9.71


Below is a 2-piece molecular cluster, C13H18NP overall, with properties calculated with ωB97M-V with the def2-TZVPD basis set.

Each line ends with the Löwdin charge.
Positions of all 33 atoms, in Å:
C  1.5172  2.4618  2.1503  -0.016
C  0.9516  1.2311  2.5741  -0.013
C  0.6456  2.0245  -0.0278  0.002
C  0.0633  0.8107  0.4585  -0.127
C  1.2541  2.8798  0.8252  -0.322
C  0.1234  0.3770  1.7800  -0.210
C  -1.9211  0.2369  -0.9104  0.112
C  -0.7458  -0.1301  -0.3821  -0.360
C  -1.5819  -2.5180  -1.7298  -0.575
C  2.0252  4.0391  0.3306  -0.057
C  -0.5994  -0.8107  2.3125  -0.037
C  -0.9871  -2.8909  -3.0511  -0.181
C  0.9397  -1.9353  -0.8738  -0.069
N  -0.3824  -1.4266  -0.5045  -0.012
P  -2.9056  -3.1638  -0.8252  0.697
H  2.2576  3.0544  2.6932  0.109
H  1.1741  0.8579  3.5673  0.099
H  0.5206  2.2815  -1.0776  0.127
H  -2.5707  -0.3790  -1.6481  0.076
H  -2.4401  1.2385  -0.7410  0.103
H  2.5205  3.5279  -0.4884  0.085
H  1.3579  4.8224  -0.1293  0.102
H  2.6178  4.5448  1.0713  0.071
H  -0.4186  -0.8290  3.4160  0.099
H  -1.5900  -0.8226  2.0786  0.042
H  -0.2064  -1.7892  2.0566  0.083
H  -0.8026  -2.1708  -3.7476  0.032
H  -1.7510  -3.4597  -3.4755  0.043
H  -0.0236  -3.3705  -2.8822  0.063
H  1.7081  -1.8606  -0.1975  0.045
H  0.7041  -3.0147  -1.0560  0.079
H  1.2266  -1.4264  -1.8685  0.133
H  -2.6810  -2.3904  0.3021  -0.223

Cartesian forces (eV/Å) of the 2 atoms listed first:
-1.116 -1.682 -0.822
0.147 0.165 0.400

- LUMO energy (alpha / beta) (eV) = 0.7 / -1.7
- ⟨S²⟩ = 2.04
- HOMO-LUMO gap (alpha / beta) (eV) = 5.8983 / 6.2221
- multiplicity = 3
- energy above the lowest of the compared OMol25 structures with the same formula, charge and spin (kcal per mole) = 13.06
- HOMO energy (alpha / beta) (eV) = -5.24 / -7.89


Below is C13H19AuNO4P as an isolated structure, with properties calculated with ωB97M-V with the def2-TZVPD basis set.

Each line ends with the Löwdin charge.
Positions of all 39 atoms, in Å:
Au  0.0601  0.6915  -0.2083  1.168
O  -3.4509  3.0885  0.0089  0.245
C  -2.3057  2.5105  -0.0334  -0.418
O  -2.1581  1.2866  -0.1458  0.011
C  -1.1300  3.4188  0.0679  -0.153
C  -1.1683  4.8036  0.2069  0.081
C  0.0403  5.4794  0.2825  0.049
C  1.2493  4.7818  0.2179  0.095
C  1.1955  3.4119  0.0781  -0.136
N  0.0252  2.7920  0.0111  0.017
C  2.3541  2.4731  -0.0177  -0.590
O  3.4768  2.8490  0.0082  0.228
O  2.1712  1.2137  -0.1242  -0.029
H  -4.2055  2.4730  -0.0593  0.188
H  -2.1154  5.3243  0.2527  0.146
H  0.0463  6.5561  0.3903  0.142
H  2.2055  5.2879  0.2733  0.154
C  -2.0002  -1.9330  1.4568  -0.128
C  -1.4152  -2.3466  0.1203  -0.356
P  0.2337  -1.6105  -0.2295  0.912
C  1.4461  -2.0803  1.0782  -0.355
C  1.7587  -3.5713  1.1402  -0.107
C  0.8363  -2.1406  -1.8864  -0.354
C  0.4074  -3.5385  -2.3076  -0.118
H  -2.9637  -2.4169  1.5963  0.096
H  -2.1585  -0.8575  1.5101  0.053
H  -1.3618  -2.2345  2.2826  0.078
H  -2.0812  -2.0743  -0.7055  0.102
H  -1.2836  -3.4341  0.0727  0.103
H  1.0415  -1.7287  2.0327  0.090
H  2.3560  -1.5037  0.8838  0.090
H  0.8679  -4.1684  1.3293  0.081
H  2.4566  -3.7447  1.9614  0.098
H  2.2317  -3.9221  0.2251  0.077
H  1.9287  -2.0521  -1.8487  0.103
H  0.4847  -1.4135  -2.6250  0.087
H  0.7233  -4.2914  -1.5900  0.073
H  0.8708  -3.7666  -3.2664  0.097
H  -0.6693  -3.6122  -2.4395  0.080

Cartesian forces (eV/Å) of the 2 atoms listed first:
0.959 1.809 0.618
-0.460 0.222 0.020

- LUMO energy (alpha / beta) (eV) = -10.2 / -10.2
- charge = +2
- HOMO-LUMO gap (alpha / beta) (eV) = 6.7449 / 6.7367
- multiplicity = 1
- HOMO energy (alpha / beta) (eV) = -16.94 / -16.93